# 1
Molecular formula: C3H10IN2
Method: DFT, ωB97M-V/def2-TZVPD

Geometry as XYZ:
```
16
Properties=species:S:1:pos:R:3:forces:R:3:lowdin_charge:R:1
C 1.2082 -1.2657 0.2716 1.8746 0.3533 1.2258 -0.02
C 0.5128 0.3891 -1.3911 -2.3940 0.2948 -2.5453 -0.02
C -0.3205 0.4662 0.9419 -3.6436 1.5418 0.2044 -0.18
N -1.6818 1.2597 0.2860 3.3367 0.0704 2.6741 -0.53
N 0.1043 -0.4008 -0.2015 -1.0295 -0.3068 1.4282 -0.24
I -3.1852 -0.0619 -0.1123 -0.0251 -0.0875 0.2662 0.93
H 2.1174 -0.6669 0.5451 -0.8617 0.2493 -0.9181 0.13
H 1.0372 -1.6354 1.2710 -0.8920 -0.7666 -0.0225 0.10
H 1.5828 -2.0186 -0.4079 -0.6459 -0.1677 -0.3317 0.11
H 1.3818 0.9839 -1.2580 0.7263 0.3921 0.8469 0.09
H 0.7043 -0.2172 -2.3213 -0.2928 -0.0297 1.3621 0.13
H -0.3611 1.0591 -1.6621 1.1515 -0.7020 0.4632 0.11
H 0.4168 1.1518 1.3809 -0.0115 0.2431 -1.2002 0.14
H -0.6883 -0.0649 1.8718 0.3999 -0.3667 -1.5731 0.13
H -1.9243 1.8993 1.0911 -0.1704 -0.9371 -1.1830 0.05
H -0.9043 -0.8777 -0.3052 2.4775 0.2193 -0.6969 0.08
```
Positions in Å, forces in eV/Å.

Output
ΔE to the lowest compared entry with this formula, charge and spin, eV: 2.328
Max |F|, eV/Å: 4.277
Net charge: +1
SMILES string: C[NH+](C)CNI
HOMO level, eV: -13.30

***

# 2
Molecular formula: C3H10INP
Method: DFT, ωB97M-V/def2-TZVPD

Geometry as XYZ:
```
16
Properties=species:S:1:pos:R:3:forces:R:3:lowdin_charge:R:1
C -0.2405 1.6307 0.2369 0.3165 1.0431 0.1431 -0.01
C -0.8634 -0.1421 -1.3191 -0.2452 -0.3405 -1.0950 -0.05
C 0.1975 -0.6664 0.8045 -1.0461 -3.8594 0.6193 -0.48
N -0.7028 0.2247 0.0984 -0.5203 0.1165 0.1399 -0.27
P 1.5694 -1.4811 -0.0841 0.1509 0.1784 -0.3123 0.41
I 3.3092 0.2314 0.1361 0.0299 0.0519 -0.0133 0.41
H 0.7159 1.7551 -0.2678 -0.0764 -0.1851 -0.0005 0.05
H -0.9671 2.3088 -0.2057 -0.1284 -0.1734 -0.0482 0.12
H -0.1139 1.8857 1.2881 -0.0650 -0.1650 -0.0147 0.12
H 0.0639 0.0506 -1.8599 -0.0566 0.0609 0.1588 0.09
H -1.1003 -1.2046 -1.4027 0.0018 0.1578 0.1531 0.09
H -1.6646 0.4426 -1.7691 0.0533 0.0827 0.1764 0.12
H -0.7711 -2.5025 0.8779 1.3944 2.9694 -0.1341 0.24
H 0.2357 -0.5044 1.8742 -0.0309 0.2732 -0.0312 0.07
H -1.6266 0.1662 0.5444 0.2414 -0.0640 -0.0408 0.19
H 1.9587 -2.1946 1.0479 -0.0193 -0.1467 0.2995 -0.10
```
Positions in Å, forces in eV/Å.

Output
ΔE to the lowest compared entry with this formula, charge and spin, eV: 2.766
Max |F|, eV/Å: 4.046
Net charge: +1
HOMO level, eV: -12.97

***

# 3
Molecular formula: C3H10N
Method: DFT, ωB97M-V/def2-TZVPD

Geometry as XYZ:
```
14
Properties=species:S:1:pos:R:3:forces:R:3:lowdin_charge:R:1
C 2.8853 -0.5446 0.3725 -1.2014 -0.1776 -0.4297 -0.08
H 3.1275 -0.4481 1.4689 -0.7227 -0.1818 -1.1314 0.03
H 3.8272 -0.3538 -0.1455 -0.2398 0.1487 -0.1453 0.00
H 2.0688 0.2244 -0.0014 1.7096 -1.4728 0.9320 0.03
H 2.5649 -1.6115 0.0690 0.4090 1.6888 0.7679 0.03
C -1.3622 1.0025 -1.0018 -1.6036 3.3389 -0.0499 -0.05
C -1.8187 -0.3430 0.9367 -2.1457 0.1007 -0.2549 0.19
N -1.7334 -0.2333 -0.3677 2.3064 -0.7469 2.2252 -0.01
H -0.9106 0.9356 -1.9745 0.4597 -0.7149 -0.1429 0.09
H -0.7483 1.6509 -0.3231 -0.5193 -0.7259 -0.6110 0.12
H -2.3442 1.5966 -1.2310 1.6137 -1.0827 0.6140 0.15
H -1.7464 0.4393 1.7570 0.2275 -0.2473 -1.8580 0.16
H -2.3593 -1.2162 1.3244 1.1453 -0.4637 -0.2774 0.13
H -1.4506 -1.0990 -0.8834 -1.4387 0.5365 0.3616 0.20
```
Positions in Å, forces in eV/Å.

Output
ΔE to the lowest compared entry with this formula, charge and spin, eV: 2.451
Max |F|, eV/Å: 3.704
Net charge: +1
HOMO level, eV: -15.94

***

# 4
Molecular formula: C3H10N2
Method: DFT, ωB97M-V/def2-TZVPD

Geometry as XYZ:
```
15
Properties=species:S:1:pos:R:3:forces:R:3:lowdin_charge:R:1
C 3.1981 -2.9222 0.0091 1.5351 2.0875 3.7651 -0.10
N 3.3638 -2.1229 1.0442 0.4019 -6.2014 -2.1271 0.05
H 3.5230 -3.9456 0.0453 0.4586 -0.5586 1.1007 0.04
H 2.9660 -2.8038 -0.9989 -1.3291 1.6757 -1.7079 0.03
H 3.0268 -1.2333 1.1285 -1.0718 3.0019 -1.0324 -0.02
C -2.0198 0.4629 -0.9851 -0.6516 1.8350 0.8957 -0.12
C -2.5004 1.5391 0.0595 -0.3471 -0.5087 0.1093 -0.33
N -1.4277 2.6137 0.0253 -0.8862 0.7146 3.1420 -0.07
H -1.8072 0.9405 -1.9408 0.2181 -0.0696 0.0637 0.06
H -1.1607 -0.0578 -0.5813 0.3301 0.2077 -0.0364 0.06
H -2.7734 -0.2511 -1.1288 -1.1986 -1.1608 -0.3386 0.03
H -3.5106 2.0257 -0.0172 0.6891 -0.6406 -1.0735 0.09
H -2.7499 0.9514 1.0434 1.6116 1.3847 -1.1610 0.12
H -1.6929 3.4340 -0.5600 -0.1325 -1.1624 0.4156 0.06
H -1.4416 3.0253 1.0218 0.3725 -0.6049 -2.0152 0.08
```
Positions in Å, forces in eV/Å.

Output
ΔE to the lowest compared entry with this formula, charge and spin, eV: 2.560
Max |F|, eV/Å: 6.568
Net charge: 0
SMILES string: C=N.CCN
HOMO level, eV: -9.56